{
  "formula": "C4H2N4OS",
  "method": "ωB97M-V with the def2-TZVPD basis set",
  "symbols": ["C", "C", "C", "C", "H", "H", "N", "N", "N", "N", "O", "S"],
  "coordinates": [[-1.4696, -0.9287, -0.0079], [-1.9646, 1.3613, 0.0014], [0.2208, 0.9358, 0.0044], [-0.0394, -0.4791, -0.0052], [-2.7140, 2.0979, -0.0004], [1.9775, 2.0135, 0.0300], [-2.3878, 0.1278, 0.0024], [-0.6900, 1.8791, -0.0034], [1.5593, 1.1246, -0.0022], [1.0116, -1.2518, 0.0065], [-1.7870, -2.0945, 0.0030], [2.3811, -0.3655, -0.0020]],
  "forces_ev_per_a": [[-0.255, 0.057, 0.163], [0.906, -1.241, -0.033], [-0.289, 0.563, -0.165], [0.022, -0.617, 0.074], [-0.936, 0.957, 0.014], [0.627, 1.132, 0.016], [0.315, 0.065, -0.053], [0.340, -0.397, 0.075], [-0.554, -1.542, 0.005], [0.139, 0.560, -0.103], [0.182, 0.326, -0.060], [-0.498, 0.138, 0.067]],
  "de_lowest_kcal_mol": 0.0,
  "energy_ha": -846.058751,
  "homo_energy_ev": -9.210
}


{
  "formula": "C4H2NO2",
  "method": "ωB97M-V with the def2-TZVPD basis set",
  "symbols": ["C", "C", "C", "C", "N", "O", "O", "H", "H"],
  "coordinates": [[-0.0494, 1.1914, -1.4315], [-1.0345, 0.1594, -0.6868], [-0.0153, 0.1777, 0.2373], [0.7183, -1.1697, 1.6294], [0.8744, 1.0441, -0.5575], [1.7765, -1.0860, 2.1982], [-2.1688, -0.2435, -0.9322], [-0.0635, 1.8802, -2.2624], [-0.0378, -1.9535, 1.8055]],
  "forces_ev_per_a": [[0.237, -0.160, 0.043], [-1.394, 0.192, -0.831], [2.513, -3.269, 4.591], [-0.710, 3.043, -2.855], [-0.108, 0.309, -0.400], [-1.057, -0.141, -0.532], [0.464, -0.145, 0.100], [0.056, 0.234, -0.298], [0.000, -0.062, 0.183]],
  "total_charge": -1,
  "de_lowest_kcal_mol": 61.3,
  "energy_ha": -358.714067,
  "homo_energy_ev": -2.369
}


| no. | strongest force on any atom (eV/A) | gap between HOMO and LUMO (eV) |
| --- | --- | --- |
| 1 | 1.64 | 7.71 |
| 2 | 6.17 | 6.58 |